Record 1
# C4H7NOS

C4H7NOS in the gas phase (the ωB97M-V functional and the def2-TZVPD basis, the OMol25 dataset).

Each line ends with the natural charge from an NBO analysis.
Element x y z (Å)
C: 1.1260 2.4044 -0.4694  -0.290
C: 0.2946 1.3942 -0.6007  -0.313
C: 0.5001 0.1093 0.1255  0.077
S: 1.9393 -0.2292 0.8894  -0.194
N: -0.4902 -0.7885 0.0419  -0.110
C: -0.4519 -2.1587 0.6221  -0.428
O: -1.6979 -0.4698 -0.6350  -0.547
H: 1.9702 2.3667 0.2947  0.227
H: 1.1073 3.2862 -1.1544  0.205
H: -0.5256 1.4670 -1.3176  0.228
H: -0.4780 -2.1298 1.7063  0.217
H: -1.4220 -2.5925 0.2772  0.221
H: 0.4064 -2.7000 0.2293  0.233
H: -2.2781 0.0408 -0.0092  0.472

The calculation puts the orbital gap at 8.476 eV. The value obtained for the highest occupied orbital energy is -8.3 eV. For the largest force on an atom, the calculation gives 0.0455 hartree/bohr. The energy relative to the best compared isomer or geometry (same formula, charge and spin) comes out at 66.1 kcal/mol.

=====

Record 2
# C19H22N5O4PtS2

A molecular structure, C19H22N5O4PtS2 (the ωB97M-V functional and the def2-TZVPD basis, the OMol25 dataset).

Each line ends with the natural charge from an NBO analysis.
Element x y z (Å)
Pt: -0.5665 0.9455 0.3171  1.192
C: 5.2971 3.8204 0.4795  -0.608
C: 3.8064 3.6880 0.2052  -0.214
N: 3.1268 3.0639 1.3341  -0.623
C: 1.9005 2.4287 1.1894  0.261
S: 1.6118 1.4919 -0.2807  -0.245
N: 1.0940 2.4825 2.1924  -0.395
N: -0.0772 1.7954 2.0168  -0.358
C: -0.9256 1.5722 3.0483  0.170
C: -0.5618 1.9330 4.4524  -0.664
C: -2.1601 1.0140 2.6864  0.097
C: -3.2110 0.7336 3.5916  -0.243
C: -4.4149 0.2910 3.1195  -0.184
C: -4.6043 0.1207 1.7346  -0.315
C: -3.5416 0.3579 0.8943  0.093
N: -2.3516 0.7648 1.3360  -0.492
H: 5.8182 4.1791 -0.4115  0.205
H: 5.7109 2.8502 0.7637  0.212
H: 5.4884 4.5266 1.2929  0.193
H: 3.6438 3.0632 -0.6672  0.218
H: 3.3821 4.6739 -0.0180  0.170
H: 3.1358 3.6149 2.1782  0.381
H: 0.3240 2.5610 4.4340  0.249
H: -0.3395 1.0380 5.0420  0.217
H: -1.3757 2.4706 4.9450  0.213
H: -3.0405 0.8754 4.6513  0.208
H: -5.2282 0.0814 3.8038  0.203
H: -5.5505 -0.2020 1.3248  0.215
H: -3.6463 0.2216 -0.1721  0.226
C: 2.4500 -5.5293 -3.3871  -0.625
C: 1.4510 -4.5402 -2.8355  -0.024
C: 0.0901 -4.8335 -2.8236  -0.229
C: -0.8303 -3.9231 -2.3205  -0.201
C: -0.3876 -2.7050 -1.8276  -0.245
C: 0.9629 -2.3863 -1.8448  -0.208
C: 1.8721 -3.3043 -2.3484  -0.212
S: -1.5343 -1.6209 -0.9891  2.316
O: -2.8428 -1.9731 -1.4916  -0.980
O: -1.2536 -1.8633 0.4098  -0.971
N: -1.0684 -0.1385 -1.3508  -0.995
C: -1.5836 0.5671 -2.5185  -0.347
C: -2.2920 1.8879 -2.0888  0.761
O: -3.1603 2.3427 -2.8416  -0.684
O: -1.7955 2.4290 -1.0304  -0.682
H: 2.1354 -6.5567 -3.1962  0.211
H: 3.4347 -5.3794 -2.9424  0.212
H: 2.5522 -5.4098 -4.4707  0.214
H: -0.2543 -5.7887 -3.2088  0.201
H: -1.8916 -4.1401 -2.3007  0.236
H: 1.2904 -1.4260 -1.4597  0.242
H: 2.9309 -3.0603 -2.3588  0.204
H: -2.2637 -0.0299 -3.1154  0.223
H: -0.7562 0.9244 -3.1426  0.199

The calculation puts the orbital gap (alpha / beta) at 5.612 / 6.574 eV. The value obtained for the highest occupied orbital energy (alpha / beta) is -3.0 / -5.0 eV. The net charge is -1. Its multiplicity is 3. For the largest force on an atom, the calculation gives 0.0253 hartree/bohr. The energy relative to the best compared isomer or geometry (same formula, charge and spin) comes out at 6.4 kcal/mol.

=====

Record 3
# C2H3FO3P

A molecular structure, C2H3FO3P (the ωB97M-V functional and the def2-TZVPD basis, the OMol25 dataset).

Each line ends with the natural charge from an NBO analysis.
Element x y z (Å)
C: -1.1494 -0.7098 -0.4751  0.679
C: -0.1623 -0.3129 0.5856  -0.168
O: -1.2047 0.1593 -1.3242  -0.743
O: -1.7455 -1.7935 -0.4587  -0.717
O: 1.4843 0.8077 -0.9832  -1.008
F: -0.7673 -0.1671 2.1732  -0.486
P: 0.4614 1.3802 0.1829  0.895
H: 0.6293 -1.0347 0.5793  0.189
H: 0.8724 0.3180 -1.5235  0.494
H: 1.5817 1.3527 1.2436  -0.136

The calculation puts the orbital gap at 9.088 eV. The value obtained for the highest occupied orbital energy is -5.0 eV. The net charge is -1. For the largest force on an atom, the calculation gives 0.0740 hartree/bohr. The energy relative to the best compared isomer or geometry (same formula, charge and spin) comes out at 73.4 kcal/mol.

=====

Record 4
# C4H10F18K4O2P3

A molecular structure, C4H10F18K4O2P3 (the ωB97M-V functional and the def2-TZVPD basis, the OMol25 dataset).

Each line ends with the natural charge from an NBO analysis.
Element x y z (Å)
K: 2.8001 1.3431 4.3144  0.997
K: 4.1527 -0.5584 -0.3823  0.991
K: -1.9083 0.8383 3.9076  0.991
K: 1.5917 -3.7819 2.8135  0.994
P: 0.8604 -0.1634 1.6315  2.592
F: 0.7420 0.1796 3.2304  -0.630
F: -0.3844 0.7707 1.2409  -0.543
F: 1.9539 1.0379 1.5494  -0.608
F: 1.0104 -0.4670 0.0309  -0.589
F: 2.2262 -1.0545 1.7772  -0.620
F: 0.0045 -1.5466 1.7389  -0.589
P: -2.1185 4.5133 2.3471  2.600
F: -3.0020 5.7686 2.6681  -0.559
F: -3.2044 3.5257 3.0595  -0.616
F: -2.7452 4.1749 0.8973  -0.579
F: -1.1198 3.2322 2.1305  -0.632
F: -0.9463 5.4654 1.6876  -0.589
F: -1.3087 4.7228 3.7951  -0.618
P: 4.7735 -4.0330 0.3935  2.600
F: 3.2328 -4.4676 0.4308  -0.609
F: 4.5355 -3.2667 -1.0176  -0.603
F: 4.3206 -2.6823 1.2248  -0.644
F: 6.2929 -3.4785 0.4704  -0.580
F: 4.9664 -4.8376 1.7734  -0.590
F: 5.2491 -5.3356 -0.4221  -0.564
C: -2.8538 1.9103 -1.4699  -0.247
O: -2.7038 0.6930 -2.1994  -0.555
C: -1.7219 -0.1421 -1.6278  -0.081
C: -1.2713 -1.3525 -2.4481  -0.075
O: -0.8891 -1.1416 -3.7844  -0.533
C: -1.9115 -0.8266 -4.6992  -0.257
H: -2.0936 2.5849 -1.8738  0.180
H: -2.6742 1.7769 -0.3997  0.168
H: -3.8365 2.3199 -1.6829  0.203
H: -2.0173 -0.3464 -0.5886  0.150
H: -0.8412 0.4960 -1.4500  0.152
H: -2.1533 -2.0037 -2.4234  0.156
H: -0.4499 -1.7911 -1.8905  0.186
H: -2.7892 -1.4663 -4.5573  0.168
H: -1.4234 -0.7784 -5.6684  0.197
H: -2.3451 0.1681 -4.5277  0.186

The calculation puts the orbital gap at 6.272 eV. The value obtained for the highest occupied orbital energy is -11.0 eV. The net charge is +1. For the largest force on an atom, the calculation gives 0.0925 hartree/bohr.

=====

Record 5
# C9H8N4

2 unconnected molecules or ions with the total composition C9H8N4 (the ωB97M-V functional and the def2-TZVPD basis, the OMol25 dataset).

Each line ends with the natural charge from an NBO analysis.
Element x y z (Å)
C: -0.0268 2.5224 -0.4522  0.500
C: -0.0890 1.4559 -2.4288  0.081
C: 0.1978 0.2374 -1.7673  -0.371
C: 0.3139 0.3799 -0.2869  0.280
C: 0.3956 -0.9487 0.4977  -0.017
C: 0.8558 -0.9813 1.7877  -0.274
C: 0.3511 -2.1076 2.2845  0.060
C: -0.6943 -3.2364 0.4870  0.056
C: -0.1909 -2.0779 -0.2522  -0.245
H: -1.7091 4.2019 -0.3787  0.294
H: -0.0075 3.5545 1.2967  0.380
H: -0.2914 1.3554 -3.4618  0.191
H: 0.5979 -0.6426 -2.2823  0.230
H: 1.1747 -0.1242 2.2658  0.246
H: 0.5646 -2.3229 3.4589  0.183
H: -1.1033 -4.1426 0.2194  0.208
H: -0.1269 -1.7697 -1.3636  0.226
N: 0.0290 3.7779 0.1638  -0.641
N: -0.2547 2.6412 -1.8558  -0.460
N: 0.3322 1.4196 0.3751  -0.499
N: -0.3188 -3.1923 1.6929  -0.427

The calculation puts the orbital gap at 6.682 eV. The value obtained for the highest occupied orbital energy is -8.5 eV. For the largest force on an atom, the calculation gives 0.1753 hartree/bohr. The energy relative to the best compared isomer or geometry (same formula, charge and spin) comes out at 192.0 kcal/mol.

=====

Record 6
# C6H10O

C6H10O in the gas phase (the ωB97M-V functional and the def2-TZVPD basis, the OMol25 dataset).

Each line ends with the natural charge from an NBO analysis.
Element x y z (Å)
C: -2.4435 -0.0925 0.8545  -0.805
C: -1.5440 -0.2106 -0.3059  0.220
C: -0.2700 -0.9803 -0.0959  -0.596
C: 0.8053 0.0904 -0.2626  0.229
C: 2.2299 -0.2203 0.1275  -0.625
C: 0.5570 1.1995 -1.1875  -0.118
O: 0.2744 1.3416 0.2083  -0.507
H: -3.4517 -0.3517 0.5053  0.259
H: -2.5088 0.9869 1.0644  0.284
H: -2.2036 -0.6294 1.7864  0.177
H: -0.1373 -1.4737 0.8857  0.177
H: -0.1890 -1.7479 -0.8800  0.246
H: 2.6704 -0.9333 -0.5795  0.218
H: 2.3021 -0.6439 1.1344  0.216
H: 2.8231 0.6996 0.0970  0.225
H: -0.3090 1.1529 -1.8409  0.221
H: 1.3945 1.8126 -1.5111  0.180

The calculation puts the orbital gap at 8.504 eV. The value obtained for the highest occupied orbital energy is -8.0 eV. For the largest force on an atom, the calculation gives 0.0070 hartree/bohr. The energy relative to the best compared isomer or geometry (same formula, charge and spin) comes out at 100.6 kcal/mol.

=====

Please write out number 2 again, unchanged.
# C19H22N5O4PtS2

A molecular structure, C19H22N5O4PtS2 (the ωB97M-V functional and the def2-TZVPD basis, the OMol25 dataset).

Each line ends with the natural charge from an NBO analysis.
Element x y z (Å)
Pt: -0.5665 0.9455 0.3171  1.192
C: 5.2971 3.8204 0.4795  -0.608
C: 3.8064 3.6880 0.2052  -0.214
N: 3.1268 3.0639 1.3341  -0.623
C: 1.9005 2.4287 1.1894  0.261
S: 1.6118 1.4919 -0.2807  -0.245
N: 1.0940 2.4825 2.1924  -0.395
N: -0.0772 1.7954 2.0168  -0.358
C: -0.9256 1.5722 3.0483  0.170
C: -0.5618 1.9330 4.4524  -0.664
C: -2.1601 1.0140 2.6864  0.097
C: -3.2110 0.7336 3.5916  -0.243
C: -4.4149 0.2910 3.1195  -0.184
C: -4.6043 0.1207 1.7346  -0.315
C: -3.5416 0.3579 0.8943  0.093
N: -2.3516 0.7648 1.3360  -0.492
H: 5.8182 4.1791 -0.4115  0.205
H: 5.7109 2.8502 0.7637  0.212
H: 5.4884 4.5266 1.2929  0.193
H: 3.6438 3.0632 -0.6672  0.218
H: 3.3821 4.6739 -0.0180  0.170
H: 3.1358 3.6149 2.1782  0.381
H: 0.3240 2.5610 4.4340  0.249
H: -0.3395 1.0380 5.0420  0.217
H: -1.3757 2.4706 4.9450  0.213
H: -3.0405 0.8754 4.6513  0.208
H: -5.2282 0.0814 3.8038  0.203
H: -5.5505 -0.2020 1.3248  0.215
H: -3.6463 0.2216 -0.1721  0.226
C: 2.4500 -5.5293 -3.3871  -0.625
C: 1.4510 -4.5402 -2.8355  -0.024
C: 0.0901 -4.8335 -2.8236  -0.229
C: -0.8303 -3.9231 -2.3205  -0.201
C: -0.3876 -2.7050 -1.8276  -0.245
C: 0.9629 -2.3863 -1.8448  -0.208
C: 1.8721 -3.3043 -2.3484  -0.212
S: -1.5343 -1.6209 -0.9891  2.316
O: -2.8428 -1.9731 -1.4916  -0.980
O: -1.2536 -1.8633 0.4098  -0.971
N: -1.0684 -0.1385 -1.3508  -0.995
C: -1.5836 0.5671 -2.5185  -0.347
C: -2.2920 1.8879 -2.0888  0.761
O: -3.1603 2.3427 -2.8416  -0.684
O: -1.7955 2.4290 -1.0304  -0.682
H: 2.1354 -6.5567 -3.1962  0.211
H: 3.4347 -5.3794 -2.9424  0.212
H: 2.5522 -5.4098 -4.4707  0.214
H: -0.2543 -5.7887 -3.2088  0.201
H: -1.8916 -4.1401 -2.3007  0.236
H: 1.2904 -1.4260 -1.4597  0.242
H: 2.9309 -3.0603 -2.3588  0.204
H: -2.2637 -0.0299 -3.1154  0.223
H: -0.7562 0.9244 -3.1426  0.199

The calculation puts the orbital gap (alpha / beta) at 5.612 / 6.574 eV. The value obtained for the highest occupied orbital energy (alpha / beta) is -3.0 / -5.0 eV. The net charge is -1. Its multiplicity is 3. For the largest force on an atom, the calculation gives 0.0253 hartree/bohr. The energy relative to the best compared isomer or geometry (same formula, charge and spin) comes out at 6.4 kcal/mol.